DFT (the ωB97M-V functional and the def2-TZVPD basis) results for a single C6H10 molecule at a distorted geometry.

Summary:
Energy above the lowest of the compared OMol25 structures with the same formula, charge and spin ... 255.1 kJ/mol
F_max ... 3.49 eV/A
Net charge ... 0
Frontier orbital gap ... 9.91 eV

Cartesian coordinates (Å):
C 0.000 1.825 -0.402
C 0.739 0.545 -0.109
C 0.668 -0.277 1.218
C 0.061 -1.428 0.441
C -1.218 -1.057 -0.185
C -0.037 -0.494 -0.880
H -0.889 1.954 0.218
H 0.599 2.763 -0.327
H -0.486 1.311 -1.359
H 1.773 0.555 -0.475
H 1.634 -0.514 1.672
H 0.025 0.179 1.979
H 0.534 -2.392 0.349
H -1.916 -0.424 0.356
H -1.688 -1.854 -0.750
H 0.253 -0.773 -1.889

---

DFT (the ωB97M-V functional and the def2-TZVPD basis) results for a molecular structure, C42H55MnN3O4S.

Summary:
2S+1 ... 2
Energy above the lowest of the compared OMol25 structures with the same formula, charge and spin ... 0.0 kJ/mol
F_max ... 0.43 eV/A
Net charge ... 0
Frontier orbital gap (alpha / beta) ... 7.91 / 7.70 eV

Cartesian coordinates (Å):
Mn 0.325 0.986 0.687
C 0.222 2.548 2.152
C -0.898 1.706 2.421
C -1.713 1.717 1.243
C -1.054 2.566 0.295
C 0.110 3.120 0.866
C 0.919 4.300 0.365
C 2.378 4.213 0.818
C 0.279 5.549 0.999
C 0.873 4.464 -1.153
C -3.144 1.248 0.946
C -3.424 -0.248 1.130
C -3.510 1.554 -0.518
C -4.109 2.074 1.814
C -1.116 1.279 3.884
C 0.177 0.757 4.537
C -2.182 0.225 4.186
C -1.528 2.573 4.616
H 1.036 2.741 2.829
H -1.386 2.740 -0.711
H 2.462 4.205 1.907
H 2.933 5.080 0.450
H 2.855 3.312 0.434
H 0.274 5.471 2.089
H -0.754 5.664 0.663
H 0.836 6.448 0.719
H 1.452 3.694 -1.657
H 1.299 5.434 -1.422
H -0.147 4.425 -1.535
H -2.902 -0.825 0.363
H -4.494 -0.430 0.995
H -3.148 -0.634 2.103
H -2.791 1.122 -1.215
H -3.564 2.627 -0.702
H -4.494 1.131 -0.733
H -4.036 1.833 2.874
H -5.140 1.897 1.498
H -3.892 3.138 1.697
H 0.363 -0.282 4.265
H 0.062 0.791 5.624
H 1.060 1.335 4.273
H -1.961 -0.731 3.710
H -3.186 0.537 3.905
H -2.190 0.050 5.265
H -0.723 3.309 4.573
H -1.750 2.361 5.664
H -2.413 3.020 4.158
O 2.768 0.987 2.140
C 3.141 -0.342 2.341
C 1.945 -1.258 2.396
C 2.064 -2.493 3.029
C 0.965 -3.320 3.136
C -0.241 -2.870 2.614
C -0.266 -1.647 1.980
N 0.802 -0.847 1.844
H 3.288 1.258 1.345
H 3.695 -0.458 3.281
H 3.800 -0.685 1.535
H 3.022 -2.775 3.448
H 1.039 -4.282 3.626
H -1.149 -3.453 2.693
H -1.176 -1.269 1.547
C 5.338 1.098 -2.363
N 3.883 1.110 -2.370
C 3.182 1.187 -3.534
C 1.849 1.269 -3.509
C 1.155 1.274 -2.229
O -0.067 1.422 -2.215
N 1.882 1.111 -1.060
C 3.232 1.106 -1.132
O 4.000 1.105 -0.154
H 5.687 1.067 -3.393
H 5.710 0.229 -1.825
H 5.727 1.989 -1.872
H 3.768 1.191 -4.443
H 1.261 1.365 -4.409
O -0.386 -0.760 -0.552
S -1.201 -1.289 -1.686
C -1.602 -2.988 -1.162
C -0.456 -3.951 -1.043
C 0.701 -3.637 -0.329
C 1.728 -4.565 -0.222
C 1.616 -5.813 -0.817
C 0.469 -6.130 -1.533
C -0.555 -5.202 -1.648
C -0.101 -1.687 -3.073
C -0.919 -2.276 -4.185
C -1.892 -1.497 -4.811
C -2.669 -2.030 -5.828
C -2.483 -3.345 -6.231
C -1.514 -4.125 -5.615
C -0.738 -3.594 -4.593
H -2.358 -3.362 -1.856
H -2.092 -2.818 -0.200
H 0.801 -2.662 0.131
H 2.620 -4.307 0.336
H 2.418 -6.535 -0.726
H 0.372 -7.099 -2.005
H -1.446 -5.450 -2.215
H 0.705 -2.335 -2.733
H 0.291 -0.710 -3.346
H -2.028 -0.467 -4.501
H -3.419 -1.415 -6.310
H -3.089 -3.760 -7.027
H -1.361 -5.149 -5.929
H 0.016 -4.203 -4.108

---

DFT (the ωB97M-V functional and the def2-TZVPD basis) results for a gas-phase ion, C7H12F2N4O (charge +2) at a distorted geometry.

Summary:
Energy above the lowest of the compared OMol25 structures with the same formula, charge and spin ... 80.9 kJ/mol
F_max ... 5.44 eV/A
Net charge ... +2
Frontier orbital gap ... 7.32 eV

Cartesian coordinates (Å):
C -1.359 -0.114 -3.455
C -2.887 1.993 1.449
C -1.479 1.017 -2.725
C -0.936 1.188 -1.318
C 1.683 0.444 0.023
C 1.422 -1.594 3.078
C 0.948 -0.464 1.038
N -2.115 2.024 0.520
N -1.681 2.024 -0.590
N 0.195 0.585 -1.011
N 2.500 -0.245 -0.732
O 1.786 -0.750 1.971
F 0.488 -1.631 0.405
F -0.139 0.154 1.487
H -1.631 -0.011 -4.582
H -1.052 -1.091 -3.069
H -2.410 2.379 2.373
H -3.904 1.973 1.586
H -1.809 2.010 -3.339
H 2.285 -1.999 3.484
H 0.822 -2.472 2.603
H 0.772 -1.077 3.843
H 0.600 -0.024 -1.814
H 1.692 1.518 0.300
H 2.479 -1.287 -0.618
H 3.375 0.089 -1.224

---

DFT (the ωB97M-V functional and the def2-TZVPD basis) results for a molecular structure, C30H84F8N2O19Zr at a distorted geometry.

Summary:
F_max ... 3.67 eV/A
Net charge ... 0
Frontier orbital gap ... 7.98 eV

Cartesian coordinates (Å):
Zr 3.313 -23.603 -7.663
C 0.053 -24.496 -9.286
O 0.235 -24.709 -10.714
O 1.329 -24.263 -8.704
C -1.144 -23.537 -9.039
F -1.418 -23.710 -7.728
F -0.956 -22.246 -9.145
F -2.209 -23.684 -9.847
C 0.613 -25.984 -11.250
C 0.791 -25.679 -12.705
H 1.478 -24.855 -12.895
H 1.333 -26.502 -13.171
H -0.131 -25.458 -13.243
H -0.109 -26.800 -11.237
H 1.588 -26.221 -10.825
H -0.326 -25.450 -8.919
C 4.722 -24.436 -10.918
O 4.657 -25.877 -10.716
O 4.425 -24.015 -9.649
C 6.069 -24.047 -11.703
F 7.161 -24.397 -11.017
F 6.262 -24.517 -12.915
F 6.028 -22.767 -11.809
C 4.230 -26.767 -11.743
C 4.215 -28.162 -11.207
H 3.822 -28.271 -10.196
H 3.775 -28.877 -11.902
H 5.246 -28.483 -11.062
H 4.864 -26.641 -12.621
H 3.262 -26.446 -12.130
H 3.907 -24.152 -11.583
F 2.835 -24.280 -5.633
F 4.565 -21.901 -7.038
C 0.880 -21.586 -0.547
O 0.142 -21.819 -1.761
H 1.523 -22.395 -0.201
H 1.589 -20.759 -0.600
H 0.099 -21.347 0.175
H 0.600 -22.481 -2.285
C 6.705 -27.536 -8.374
O 6.283 -27.123 -7.073
H 7.760 -27.772 -8.234
H 6.276 -28.474 -8.727
H 6.551 -26.867 -9.220
H 6.909 -27.499 -6.451
C 0.608 -27.167 -6.405
O 1.659 -27.657 -7.185
H 0.802 -26.344 -5.717
H -0.233 -26.752 -6.960
H 0.107 -27.960 -5.849
H 1.385 -28.534 -7.464
C 4.676 -22.760 -2.937
O 4.895 -23.966 -3.718
H 5.400 -22.752 -2.122
H 4.809 -21.854 -3.528
H 3.710 -22.760 -2.431
H 4.140 -24.197 -4.263
O 2.846 -25.028 -0.959
H 2.329 -24.562 -1.615
H 3.196 -25.788 -1.424
O 5.365 -24.561 -6.970
H 5.570 -25.496 -6.951
H 6.208 -24.128 -6.839
O 7.587 -25.054 -3.980
H 7.798 -24.188 -3.630
H 6.643 -25.024 -4.140
O 3.347 -25.938 -7.894
H 3.960 -26.382 -8.480
H 2.688 -26.601 -7.688
O 1.141 -23.820 -3.321
H 1.685 -23.552 -4.062
H 0.958 -24.746 -3.480
O 2.934 -21.808 -9.156
H 2.573 -20.925 -9.075
H 2.869 -22.009 -10.090
O 1.138 -21.099 -4.407
H 1.683 -20.315 -4.473
H 0.841 -21.109 -3.497
O 6.080 -20.601 -5.293
H 6.798 -21.229 -5.209
H 5.407 -21.070 -5.787
O 1.759 -22.054 -6.913
H 1.328 -21.468 -7.535
H 1.313 -21.890 -6.082
C 6.145 -27.611 -2.290
C 5.035 -28.481 -2.914
C 5.623 -29.790 -3.573
C 4.613 -30.932 -3.884
C 3.980 -31.340 -2.579
C 3.373 -30.136 -1.733
N 4.145 -28.881 -1.780
O 3.539 -27.766 -1.233
C 1.934 -29.914 -2.296
C 3.276 -30.587 -0.210
C 4.227 -27.682 -3.949
H 6.527 -28.153 -1.426
H 5.853 -26.594 -2.029
H 6.962 -27.617 -3.012
H 6.064 -29.446 -4.509
H 6.280 -30.225 -2.820
H 5.131 -31.770 -4.351
H 3.858 -30.595 -4.595
H 4.584 -31.962 -1.918
H 3.133 -31.951 -2.888
H 1.429 -30.879 -2.329
H 1.302 -29.309 -1.646
H 2.003 -29.609 -3.341
H 3.153 -29.799 0.533
H 2.508 -31.330 0.003
H 4.229 -31.052 0.043
H 4.800 -27.492 -4.857
H 3.888 -26.763 -3.471
H 3.339 -28.211 -4.295
H 3.876 -27.887 -0.342
C -4.947 -26.773 -0.569
C -5.130 -25.748 -1.773
C -4.998 -24.295 -1.275
C -3.509 -23.828 -0.999
C -2.590 -24.102 -2.180
C -2.754 -25.574 -2.610
N -4.168 -25.966 -2.860
O -4.287 -27.213 -3.401
C -2.054 -25.596 -4.016
C -1.961 -26.565 -1.702
C -6.576 -25.913 -2.445
H -4.659 -27.782 -0.861
H -4.291 -26.327 0.179
H -5.831 -26.985 0.032
H -5.507 -23.587 -1.929
H -5.493 -24.360 -0.306
H -3.396 -22.803 -0.646
H -3.189 -24.371 -0.110
H -1.559 -24.043 -1.832
H -2.702 -23.321 -2.932
H -1.074 -25.151 -3.841
H -2.591 -24.992 -4.747
H -1.975 -26.588 -4.462
H -2.354 -26.677 -0.691
H -0.940 -26.186 -1.646
H -1.811 -27.567 -2.103
H -6.778 -26.906 -2.847
H -7.314 -25.762 -1.658
H -6.830 -25.140 -3.171
H -4.501 -27.106 -4.331

---

DFT (the ωB97M-V functional and the def2-TZVPD basis) results for a single C2H4N2O molecule.

Summary:
Energy above the lowest of the compared OMol25 structures with the same formula, charge and spin ... 13.9 kJ/mol
F_max ... 0.45 eV/A
Net charge ... 0
Frontier orbital gap ... 11.15 eV

Cartesian coordinates (Å):
N 1.409 0.654 -1.223
C 0.404 0.636 -0.457
N 0.242 -0.329 0.539
C -1.005 -0.839 0.815
O -1.234 -1.726 1.600
H 1.336 1.428 -1.882
H -0.426 1.351 -0.469
H 1.049 -0.836 0.880
H -1.775 -0.339 0.196

---

DFT (the ωB97M-V functional and the def2-TZVPD basis) results for 2 unconnected molecules or ions with the total composition CHN2OS at a distorted geometry.

Summary:
Energy above the lowest of the compared OMol25 structures with the same formula, charge and spin ... 191.6 kJ/mol
F_max ... 3.04 eV/A
Net charge ... -1
Frontier orbital gap ... 7.44 eV

Cartesian coordinates (Å):
C -2.525 -0.449 0.007
N -2.157 -0.983 -0.959
N -1.178 1.601 0.201
O -2.789 0.247 0.945
S -0.332 0.834 -0.735
H 0.488 0.098 0.404

---

DFT (the ωB97M-V functional and the def2-TZVPD basis) results for 2 unconnected molecules or ions with the total composition CH5OPS at a distorted geometry.

Summary:
Energy above the lowest of the compared OMol25 structures with the same formula, charge and spin ... 210.4 kJ/mol
F_max ... 2.10 eV/A
Net charge ... 0
Frontier orbital gap ... 7.64 eV

Cartesian coordinates (Å):
C 0.069 -0.083 1.117
O -0.076 -0.273 -2.695
P -0.140 1.206 -2.738
S 0.578 -1.730 1.347
H 0.042 0.162 0.086
H 0.885 0.562 1.482
H -0.853 0.044 1.643
H 1.005 -1.441 2.533
H -1.510 1.553 -2.776

---

DFT (the ωB97M-V functional and the def2-TZVPD basis) results for 2 unconnected molecules or ions with the total composition C6H11BrO at a distorted geometry.

Summary:
Energy above the lowest of the compared OMol25 structures with the same formula, charge and spin ... 348.9 kJ/mol
F_max ... 5.52 eV/A
Net charge ... 0
Frontier orbital gap (alpha / beta) ... 8.22 / 5.82 eV

Cartesian coordinates (Å):
C -0.251 -2.092 -0.903
C 0.505 -2.105 0.482
C -0.710 -1.278 0.213
C 0.166 1.765 -1.312
C 0.380 1.239 1.256
C -0.473 1.608 0.117
O -1.766 1.723 0.264
Br -2.285 -1.533 1.364
H 0.165 -1.488 -1.784
H -0.667 -3.033 -1.095
H 0.380 -3.071 0.958
H 1.382 -1.501 0.602
H 1.169 1.812 -1.161
H -0.385 2.644 -1.748
H -0.065 0.886 -1.877
H -0.188 0.734 2.011
H 1.100 0.447 0.967
H 0.911 2.036 1.632
H -1.977 1.741 1.246

---

DFT (the ωB97M-V functional and the def2-TZVPD basis) results for 11 unconnected molecules or ions with the total composition H22O11 at a distorted geometry.

Summary:
Energy above the lowest of the compared OMol25 structures with the same formula, charge and spin ... 663.5 kJ/mol
F_max ... 8.34 eV/A
Net charge ... 0
Frontier orbital gap ... 9.12 eV

Cartesian coordinates (Å):
H 0.088 0.615 0.935
H 1.343 0.328 0.430
H -0.067 -2.093 0.532
H -1.356 -2.725 0.436
H -0.137 -3.946 -1.822
H -0.848 -2.909 -2.433
H 0.907 3.851 -1.350
H 1.716 5.104 -1.217
H 3.284 1.724 -0.277
H 3.028 0.503 -1.249
H 5.133 1.176 1.748
H 4.581 -0.209 1.832
H 3.285 -3.096 -0.158
H 3.590 -1.609 -0.583
H -2.014 2.099 3.068
H -2.780 1.674 1.955
H -2.555 -0.302 -2.631
H -3.745 0.223 -1.703
H -3.941 1.883 -2.123
H -2.558 1.859 -1.627
H -3.545 -0.816 1.613
H -3.868 -1.602 2.842
O 0.637 0.842 0.157
O -0.491 -3.006 0.471
O -0.305 -3.083 -1.633
O 1.090 4.633 -0.812
O 2.838 0.889 -0.404
O 5.391 0.235 1.574
O 3.179 -2.484 -0.875
O -2.522 1.379 2.841
O -2.801 0.148 -1.782
O -3.393 1.950 -1.283
O -3.566 -1.720 1.968

---

DFT (the ωB97M-V functional and the def2-TZVPD basis) results for a single C20H24ClN3O5S2 molecule.

Summary:
Energy above the lowest of the compared OMol25 structures with the same formula, charge and spin ... 0.0 kJ/mol
F_max ... 0.79 eV/A
Net charge ... 0
Frontier orbital gap ... 9.43 eV

Cartesian coordinates (Å):
O 0.138 -3.368 -0.580
C -0.075 -2.187 -0.762
N -0.730 -1.395 0.107
H -0.900 -0.426 -0.123
C -1.271 -1.890 1.350
H -0.975 -1.222 2.164
H -0.849 -2.885 1.518
C -2.806 -1.990 1.323
H -3.138 -2.294 2.325
C -3.331 -2.954 0.247
H -3.601 -3.919 0.670
H -2.569 -3.113 -0.516
C -4.527 -2.205 -0.337
H -4.727 -2.461 -1.375
C -4.088 -0.754 -0.167
H -4.917 -0.049 -0.092
H -3.432 -0.446 -0.994
O -3.380 -0.715 1.059
H -5.422 -2.395 0.256
C 0.439 -1.445 -1.999
N 1.639 -0.691 -1.682
C 1.564 0.654 -1.625
O 0.510 1.257 -1.768
C 2.868 1.405 -1.401
N 2.654 2.811 -1.193
S 2.141 3.234 0.348
O 2.480 4.612 0.524
O 2.691 2.260 1.248
C 0.355 3.114 0.342
C -0.277 2.058 0.966
C -1.659 1.970 0.924
C -2.373 2.952 0.251
C -1.737 4.021 -0.365
C -0.358 4.098 -0.315
H 0.176 4.918 -0.768
H -2.317 4.775 -0.875
Cl -4.090 2.848 0.188
H -2.190 1.154 1.391
H 0.327 1.326 1.479
H 2.069 3.240 -1.896
H 3.535 1.260 -2.258
H 3.362 1.050 -0.496
C 2.839 -1.452 -1.379
C 3.333 -1.246 0.021
C 2.621 -1.152 1.176
C 3.435 -0.948 2.312
C 4.754 -0.893 2.007
S 5.034 -1.084 0.324
H 5.589 -0.751 2.663
H 3.050 -0.843 3.310
H 1.551 -1.227 1.220
H 3.637 -1.196 -2.085
H 2.588 -2.508 -1.520
H -0.307 -0.735 -2.364
H 0.668 -2.179 -2.777